1.
A cluster of 2 separate species, C5H14 in total, computed with the ωB97M-V functional and the def2-TZVPD basis.

Frontier orbital gap in Eh: 0.4401

Positions of all 19 atoms, in Å:
C 1.2286 -1.5181 0.7174
C 2.1742 -0.4193 1.2341
C 1.2273 0.7277 1.7240
H 0.2490 -1.4464 1.2920
H 1.6506 -2.4825 0.9372
H 0.9796 -1.2868 -0.3672
H 2.8269 -0.9958 2.1205
H 2.9259 -0.2464 0.4702
H 0.2585 0.8094 1.1855
H 1.1436 0.6644 2.7960
H 1.6283 1.6044 1.6133
C -1.9745 -0.1301 -1.7759
C -2.4598 1.2860 -1.8087
H -0.9939 -0.0859 -1.2072
H -2.5733 -0.9904 -1.4352
H -1.6405 -0.4120 -2.8219
H -2.0921 1.9179 -2.5264
H -1.9894 1.9925 -0.8892
H -3.5478 1.2802 -1.7124

2.
A cluster of 2 separate species, C5H14 in total, computed with the ωB97M-V functional and the def2-TZVPD basis.

Frontier orbital gap in Eh: 0.4502

Positions of all 19 atoms, in Å:
C 0.0835 -2.7682 0.2357
C 0.8569 -1.8029 -0.6529
C -0.0062 -0.7793 -1.3570
H -0.7853 -3.0773 -0.3643
H 0.5797 -3.7206 0.4128
H -0.4183 -2.2940 1.0854
H 1.6420 -1.3294 -0.0477
H 1.4550 -2.4466 -1.3100
H -0.9409 -1.1806 -1.7756
H -0.4232 -0.1463 -0.5783
H 0.5352 -0.2942 -2.1646
C -0.0385 1.9678 1.0820
C -0.8002 3.2175 0.6514
H 0.6550 1.9435 1.9161
H -0.5919 1.0320 1.0277
H 0.7134 1.7170 0.3088
H -0.7621 3.8700 1.5282
H -0.3380 3.6661 -0.2334
H -1.8327 3.1454 0.3336

Question: of the structures shown, which is the most stable? Reply: 2.